A structure of composition C34H47Cl2F4N2O3SiV at a distorted geometry, computed with ωB97M-V with the def2-TZVPD basis set.

ORCA input file:
```
! RIJCOSX wB97M-V def2-TZVPD def2/J DEFGRID3
* xyz -1 2
C 0.84594 -3.74850 -0.19735
H -5.52556 3.24631 0.60468
H 0.73817 -4.56558 -0.91857
H -4.37131 2.09314 -1.17300
H 2.76218 -2.59386 4.14826
H -2.15109 2.63756 3.19571
H 5.50552 -0.84745 2.32215
C 1.84245 1.35506 -2.85010
H 0.29265 -4.01109 0.70318
Si -2.60755 0.60591 -2.50776
H -1.68410 -0.11689 3.43718
H 0.55261 3.75808 -0.37334
C 1.22238 -2.16448 -2.04147
O 1.91431 4.00938 0.70797
H 1.89957 -3.66733 0.07451
H -2.93266 3.06670 -2.93764
C -2.67331 2.54351 2.25253
C 0.78808 -1.30222 2.55318
C 3.38974 -1.08090 2.71063
H -0.91467 -3.69359 2.91418
H 2.28405 -2.18239 -1.79284
C 3.40538 1.72578 -5.19716
H -0.46341 -0.31719 -3.43144
H -1.69142 -3.89790 1.34183
H -0.13895 3.29840 -1.67573
H 4.30962 0.02045 4.33636
H -3.77746 -1.54630 -2.05073
H -3.27033 -0.49698 1.51655
C 3.57446 -2.42006 3.43925
H 1.00254 -1.20382 -2.49816
C 3.20185 0.99487 -2.91450
Cl -0.21118 2.76287 -3.95012
C 0.34113 -2.42879 -0.81187
C 1.36432 2.02762 -3.98833
H -1.82951 -1.36265 -3.80631
C 2.10495 2.19449 -5.14414
H -4.60983 -0.22529 -1.23659
V 0.17127 0.94414 -0.37483
H 3.32988 1.01432 3.24611
C -3.27350 2.14018 -3.40484
C 1.89143 -1.11522 0.61290
N 1.02106 1.10403 -1.77378
C 1.72638 2.98268 1.35962
H 1.65629 2.70549 -5.98459
O -0.26978 3.35149 -0.72187
N -1.80226 1.00369 -1.01192
Cl 4.01776 0.39629 -1.51916
H -1.58555 0.13852 -4.70771
C -0.18382 -1.46014 1.61015
H 2.67361 -1.06850 -0.11993
C 4.56604 -0.86252 1.76243
C -2.74097 -1.36099 1.11196
C 3.95577 1.14742 -4.06621
H -1.74382 -3.01910 -0.53100
C -4.52887 2.86728 0.79573
F 0.66149 4.25584 3.08201
H -4.81011 -0.45215 -2.97907
H -1.32664 -1.65391 4.23540
H -4.36647 2.15209 -3.40516
H -1.50431 -1.73851 -1.71087
C 3.39011 0.04864 3.74307
H -1.07534 -3.40444 -2.11333
H 4.98688 0.82284 -4.05233
F 0.99018 2.17787 3.53474
H -2.96373 -1.31956 3.67775
C -2.06806 1.89509 1.21556
H 3.57773 -3.24696 2.72552
H -2.68002 -3.57164 2.76180
H 1.04687 -2.94585 -2.78715
F -0.81189 1.34858 1.45341
C -1.90550 -1.18513 3.43794
H -4.46753 3.57897 2.83204
H -3.48051 -2.15570 0.97790
O 1.66527 1.78569 0.97674
C -2.56214 1.68451 -0.07163
H 0.62245 -1.30224 3.62229
H -2.94447 2.14518 -4.44602
C -1.51216 -0.32196 -3.72065
C 1.50475 3.22655 2.88425
C -1.61462 -1.81555 2.06160
F 2.67008 3.54554 3.48685
C -1.08179 -2.65753 -1.31266
C -4.09138 -0.50573 -2.15544
H 4.62778 -1.65545 1.01302
H -2.37142 -1.07735 0.13412
C 0.46829 -1.28992 0.25180
H 3.99169 1.83434 -6.09930
H 4.51875 -2.43186 3.99271
H 4.46006 0.09355 1.24735
C -3.94865 3.05519 2.04155
C 2.08395 -1.13026 1.94875
C -3.86366 2.20563 -0.22795
C -1.72694 -3.33950 2.27591
H 2.54047 -0.03084 4.42338
*
```

As for the maximum force: 1.35 eV Å⁻¹. The calculation puts the total energy at -4212.543985 Ha. Its expectation value of S² is 0.81. Its LUMO energy (alpha / beta) is 2.266 / 2.477 eV. The molecular weight is 757.7 u.

***

A structure of composition C28H34CrN4O3S at a distorted geometry, computed with ωB97M-V with the def2-TZVPD basis set.

ORCA input file:
```
! RIJCOSX wB97M-V def2-TZVPD def2/J DEFGRID3
* xyz -1 2
H -3.71085 1.95903 0.67498
C -2.62377 2.11346 0.64679
C -2.78161 -2.86309 3.28579
H 0.77519 4.00569 1.13531
H -0.79170 4.70204 1.57577
C 3.88006 -1.41253 2.28765
C -0.76375 -2.63546 1.29977
H -0.59452 4.45474 -0.89117
N 0.25327 -0.07821 -0.57667
C -0.00896 -0.56200 -1.81253
C -0.09581 2.35687 -0.85739
H 1.58888 -2.04303 -1.64823
C -1.95139 0.86513 0.08178
O 0.16799 -2.65730 0.43415
H -1.39576 -1.88214 4.58082
C 1.26556 -3.58151 -3.78150
O 3.33881 1.31321 0.53944
O 3.20115 0.12993 -1.36555
H -0.21094 2.73812 3.00747
C -1.28105 -0.78805 -3.89666
H 5.80945 -1.86024 2.63263
H 4.91152 1.85087 -0.69176
Cr 1.69092 -1.19381 0.27606
S 3.84252 -2.38494 0.85846
C 4.07306 2.30928 -0.16243
H 2.33054 -3.35215 -3.74964
C 0.06963 1.35474 1.38799
N 5.10364 -1.17790 2.86103
H -2.32131 1.48584 2.68044
H -2.20046 -3.57087 0.02093
N 2.81999 -0.93905 2.85406
H -3.53357 -2.99617 4.05360
H -2.10777 0.01634 0.75229
C -2.31302 3.32066 -0.24126
C -0.60130 2.58662 1.99462
C -3.00945 -3.31186 1.98513
C -0.42801 1.08754 -0.04455
H -2.83399 4.20682 0.13691
H -0.36665 2.24228 -1.90523
C 0.74262 -1.68303 -2.25231
H 0.84075 -1.37693 4.06845
N 1.65225 -1.21491 2.19841
H -2.40609 0.60016 -0.86941
H 1.15105 1.48992 1.38652
C -0.80479 3.57325 -0.26905
C -0.30122 3.82080 1.14933
H 4.42674 3.01621 0.58607
H 5.07630 -0.86697 3.81920
C -2.03146 -3.21167 1.02517
H -2.53847 -0.91622 -5.63399
H 0.98624 2.49907 -0.81975
C -2.39564 -0.27414 -4.76743
H -3.32666 -0.24529 -4.19943
H -2.60976 3.22380 2.50912
H -0.82993 -2.48024 -5.13503
H -1.54201 0.79514 -2.55533
H -2.67223 3.13058 -1.25693
H 3.43202 2.81216 -0.89477
C 2.91437 0.23968 -0.17787
H 1.00486 -3.93568 -4.77809
C 0.65949 -1.51281 3.00252
H -0.16773 0.49250 2.01064
H 1.07549 -4.38534 -3.06998
H -2.18163 0.73835 -5.11229
C -2.10867 2.36012 2.06100
C -0.98251 -0.10814 -2.73048
H -3.97090 -3.74778 1.73694
C 0.45850 -2.36708 -3.41446
C -0.58301 -1.93591 -4.23423
C -0.57831 -2.08888 2.61771
C -1.58620 -2.24963 3.58048
*
```

As for the maximum force: 3.24 eV Å⁻¹. The calculation puts the total energy at -2974.847572 Ha. Its expectation value of S² is 0.77. Its LUMO energy (alpha / beta) is 2.723 / 2.817 eV. The molecular weight is 558.7 u.

***

The molecule CH2ClNOS2 at a distorted geometry, computed with ωB97M-V with the def2-TZVPD basis set.

ORCA input file:
```
! RIJCOSX wB97M-V def2-TZVPD def2/J DEFGRID3
* xyz 0 1
H -0.55726 -0.67849 -1.08927
Cl -3.37830 1.12348 -0.63502
S -2.46637 -1.98326 -0.21297
S -2.63628 -0.33887 0.87412
N -1.10175 0.39004 1.23175
C -0.14033 0.49636 0.41528
O 0.07199 -0.04378 -0.77615
H 0.77384 1.21052 0.80130
*
```

As for the maximum force: 3.24 eV Å⁻¹. The calculation puts the total energy at -1425.819761 Ha. Its LUMO energy is -1.613 eV. The molecular weight is 143.6 u.